41
Properties=species:S:1:pos:R:3:nbo_charge:R:1 method="wB97M-V/def2-TZVPD" relative_energy_ev=0.000 charge=-1 homo_lumo_gap_ev=4.7
Au -0.63033 0.13472 0.93711 0.636
F -0.07965 6.06883 4.35503 -0.333
C 0.10377 5.93971 2.95688 0.976
F 1.35531 6.43595 2.69103 -0.321
F -0.81246 6.84373 2.43180 -0.331
C -0.02969 4.57469 2.34252 -0.109
C -1.27018 4.12142 1.83233 -0.209
C -1.33687 2.82820 1.39492 0.053
N -0.21774 2.08420 1.27718 -0.464
C 1.01290 2.52915 1.62048 0.063
C 1.13842 3.77287 2.20570 -0.206
H -2.15211 4.74365 1.75073 0.247
H -2.22537 2.28871 1.04006 0.244
H 1.82710 1.85537 1.33286 0.263
H 2.18057 4.09322 2.44676 0.255
F 5.25671 -0.31367 -6.65935 -0.314
C 4.54570 -0.12400 -5.53163 0.220
C 4.14230 1.17738 -5.16012 0.251
F 4.52974 2.21927 -5.93243 -0.312
C 3.30359 1.30044 -4.05133 0.296
F 2.86869 2.50407 -3.69935 -0.305
C 2.91301 0.19325 -3.25022 -0.289
Se 1.92189 0.34852 -1.68696 -0.486
C 3.35598 -1.06852 -3.68430 0.282
F 2.85763 -2.20118 -3.16351 -0.308
C 4.17112 -1.22738 -4.78956 0.294
F 4.59337 -2.45566 -5.21326 -0.325
Br -4.64115 -7.57639 1.74329 0.028
C -3.79889 -5.88059 1.63778 -0.071
C -2.86466 -5.57112 0.63489 -0.257
C -2.31427 -4.29779 0.61882 -0.152
C -2.75299 -3.34581 1.53250 -0.162
C -3.66693 -3.68777 2.54714 -0.150
C -4.18792 -4.95686 2.62198 -0.265
C -2.17594 -1.94573 1.51013 0.759
O -2.67868 -1.05878 2.23219 -0.701
O -1.19078 -1.79534 0.68786 -0.745
H -2.60110 -6.32736 -0.10124 0.226
H -1.48917 -4.03847 -0.08974 0.257
H -4.02006 -2.91308 3.29714 0.243
H -4.94082 -5.27185 3.33391 0.222

287
Properties=species:S:1:pos:R:3:mulliken_charge:R:1 method="wB97M-V/def2-TZVPD" homo_lumo_gap_ev=8.5
O 5.47134 3.91790 3.46315 -1.075
P 4.11746 3.86446 4.06570 0.034
N 2.92889 4.05916 2.98566 1.286
C 3.15884 5.13908 2.05128 -1.409
C 1.49869 4.04809 3.35425 -0.656
N 4.05460 5.05484 5.24926 0.567
C 2.85602 5.23523 6.05245 -1.137
C 5.05084 6.07786 5.35885 -1.070
N 3.64042 2.50263 4.81966 0.827
C 3.97889 2.26319 6.26565 -1.293
C 3.47291 1.31629 3.97918 0.163
H 2.79490 6.10497 2.52122 0.357
H 2.60718 5.00562 1.14036 0.029
H 4.18240 5.20312 1.73268 0.575
H 1.14537 3.09702 3.74729 -0.538
H 0.97486 4.28399 2.42043 0.449
H 1.18434 4.86513 4.01676 0.394
H 3.08099 5.35239 7.10513 0.321
H 2.38314 6.20855 5.77188 0.299
H 2.07662 4.51446 5.92739 0.228
H 5.41506 6.36160 6.34641 0.312
H 5.91296 5.77468 4.70173 0.255
H 4.68373 6.97706 4.86355 0.336
H 5.00422 2.57882 6.49837 0.360
H 3.29353 2.79488 6.88695 0.359
H 3.85988 1.24460 6.52730 0.456
H 3.38399 1.55177 2.90346 -1.007
H 2.66252 0.70555 4.46427 0.408
H 4.43901 0.78244 3.90448 0.276
O -3.18283 1.30960 4.95601 -0.724
P -3.91546 2.62058 4.95150 -0.398
N -3.17876 3.65751 3.88294 0.645
C -1.90991 4.27517 4.24351 -1.307
C -3.14639 3.26664 2.49282 -0.748
N -3.96120 3.40678 6.36774 0.487
C -4.30462 2.57402 7.49552 -0.818
C -4.72936 4.76415 6.31462 -0.936
N -5.40230 2.38436 4.30491 0.416
C -5.87655 1.04731 4.00988 -0.875
C -6.23844 3.48284 3.81861 -0.531
H -1.81991 5.11544 3.55286 0.448
H -1.12688 3.55615 4.07574 0.189
H -1.77945 4.55276 5.26155 0.447
H -3.16072 4.15086 1.87495 0.522
H -3.96709 2.66644 2.10749 -0.203
H -2.18923 2.67155 2.29703 0.099
H -4.62558 3.23401 8.33471 0.427
H -5.14002 1.89184 7.30933 0.317
H -3.40448 1.98673 7.77577 -0.020
H -4.85022 5.20517 5.28442 0.369
H -5.76330 4.80050 6.74934 0.318
H -4.03570 5.36851 6.90254 0.403
H -5.76577 0.87276 2.95391 0.094
H -5.39969 0.18099 4.51720 0.162
H -6.93052 0.95370 4.24361 0.452
H -7.14544 3.68678 4.40846 0.243
H -6.51313 3.23666 2.75695 -0.102
H -5.54415 4.31915 3.83898 0.363
O 5.35445 1.37197 -3.37445 -0.980
P 5.61949 1.81874 -1.99203 0.146
N 4.19876 2.23004 -1.20411 1.566
C 4.05336 2.49373 0.19321 -1.231
C 3.28785 3.11652 -1.97669 -0.518
N 6.69568 3.08777 -1.96528 0.318
C 6.91526 3.81645 -3.20826 -1.116
C 7.37951 3.53981 -0.78671 -1.187
N 6.35342 0.83106 -0.90942 0.825
C 7.78828 0.52710 -1.13316 -1.129
C 5.71842 -0.29908 -0.27496 -0.069
H 4.50530 3.44670 0.56841 0.105
H 4.47043 1.67157 0.79278 0.394
H 3.00822 2.52364 0.47694 0.057
H 2.28460 3.10129 -1.54835 -0.992
H 3.25335 2.86103 -3.04851 0.563
H 3.72411 4.12086 -1.82333 0.660
H 7.96122 3.59686 -3.54591 0.371
H 6.25307 3.35396 -3.93888 0.231
H 6.84060 4.88349 -3.11783 0.320
H 7.08541 4.51734 -0.34686 0.281
H 7.39317 2.80121 -0.04581 0.399
H 8.38997 3.77086 -1.09973 0.369
H 8.27012 1.17739 -1.85591 0.408
H 8.37703 0.66166 -0.15594 0.297
H 7.91250 -0.52583 -1.37935 0.261
H 6.15732 -0.55594 0.72705 0.272
H 5.90249 -1.24593 -0.82783 0.158
H 4.64485 -0.09862 -0.16817 -0.747
O -6.60088 2.50577 -3.61828 -1.001
P -6.66882 2.35456 -2.17619 0.504
N -8.17129 2.68180 -1.60297 0.127
C -9.13641 3.27681 -2.56481 -1.139
C -8.64909 2.55766 -0.23317 -0.704
N -5.65034 3.32525 -1.22931 0.999
C -4.19252 3.08647 -1.20767 0.966
C -5.95702 4.71102 -1.02244 -1.121
N -6.09116 0.87682 -1.61743 0.440
C -5.75758 0.58582 -0.25935 -0.944
C -5.94957 -0.16708 -2.61458 -0.634
H -9.67590 4.13170 -2.14303 0.350
H -9.93058 2.54140 -2.67096 0.393
H -8.68933 3.52609 -3.51508 0.336
H -8.68982 1.47373 0.13869 0.185
H -9.67595 2.96733 -0.10118 0.369
H -8.01458 3.06358 0.47803 0.176
H -3.97466 2.05487 -1.43454 -0.995
H -3.65368 3.78618 -1.89475 0.407
H -3.89252 3.23430 -0.13662 -0.854
H -5.69906 5.39409 -1.90410 0.227
H -6.98991 4.93597 -0.88689 0.421
H -5.35550 5.05939 -0.13214 0.192
H -5.95802 1.37450 0.40687 0.319
H -6.37738 -0.28230 0.06587 0.511
H -4.70271 0.23351 -0.18045 -0.019
H -6.77079 -0.86303 -2.61468 0.333
H -4.97534 -0.63577 -2.50337 -0.156
H -5.98870 0.28624 -3.64920 0.205
O 1.62941 -1.94966 5.79261 -0.327
P 2.33182 -3.21591 5.55612 -0.468
N 3.88959 -3.33248 5.98501 0.236
C 4.21869 -3.17124 7.40791 -1.126
C 4.98173 -2.90576 5.11569 -0.863
N 2.36271 -3.49779 3.96276 1.191
C 2.02787 -2.41080 3.06120 0.560
C 2.26308 -4.79457 3.38696 -0.622
N 1.59297 -4.42196 6.36836 0.600
C 2.32085 -5.68552 6.69514 -1.260
C 0.29271 -4.32390 6.99168 -0.974
H 4.69566 -2.17720 7.70911 0.268
H 4.89549 -3.98301 7.68503 0.417
H 3.40051 -3.23866 8.08906 0.401
H 4.93788 -1.82816 5.05306 0.193
H 4.88212 -3.39327 4.17433 0.198
H 5.91924 -3.21511 5.57459 0.440
H 2.83401 -2.18282 2.39596 0.275
H 1.14098 -2.72437 2.46039 -0.425
H 1.64904 -1.54729 3.62210 -0.947
H 1.36468 -4.90883 2.79887 0.002
H 3.20853 -4.98898 2.83928 0.050
H 2.15294 -5.49896 4.17371 0.261
H 2.13141 -5.95475 7.75599 0.291
H 1.89117 -6.44202 6.06948 0.397
H 3.39543 -5.64584 6.60376 0.363
H 0.29898 -4.67203 7.99261 0.397
H -0.54373 -4.89436 6.46958 0.077
H 0.02400 -3.31678 6.93184 0.253
O -1.40076 -2.36292 -8.07906 -0.943
P -2.05246 -1.06359 -8.14768 0.003
N -0.93636 0.19665 -8.12777 0.898
C 0.33380 0.02614 -7.43254 -0.731
C -1.20823 1.55345 -8.61695 -0.927
N -3.07433 -0.94342 -6.90140 1.252
C -3.86509 -2.10999 -6.51424 -1.066
C -3.55385 0.35059 -6.38088 -0.516
N -2.90648 -0.79003 -9.54460 0.553
C -4.27970 -0.41094 -9.60137 -1.063
C -2.35622 -1.13676 -10.80791 -1.147
H 0.48154 -0.91553 -6.88281 -0.043
H 0.60142 0.79088 -6.71634 0.150
H 1.18606 0.05960 -8.16740 0.292
H -2.10577 1.61370 -9.23936 0.218
H -0.43020 1.78727 -9.35311 0.414
H -1.39521 2.31659 -7.87245 0.036
H -3.31413 -3.00100 -6.88558 0.378
H -3.93705 -2.15957 -5.39650 -0.022
H -4.88653 -2.02274 -6.89556 0.316
H -4.56959 0.55132 -6.66512 0.328
H -3.41444 0.40285 -5.31100 -0.145
H -2.84511 1.07178 -6.80836 -0.003
H -4.30073 0.46531 -10.23353 0.452
H -4.93624 -1.15214 -9.97835 0.309
H -4.69014 -0.05860 -8.61033 0.147
H -2.15892 -0.30201 -11.45328 0.322
H -3.10269 -1.66579 -11.45854 0.328
H -1.47895 -1.71284 -10.66179 0.299
O 2.13787 -3.68582 -3.43902 -0.546
P 2.93479 -4.42995 -2.46028 0.227
N 3.29787 -3.42410 -1.20965 0.925
C 2.37739 -2.31611 -0.94740 1.394
C 4.22533 -3.80270 -0.14477 -0.789
N 4.46542 -4.95406 -2.85109 0.284
C 5.56689 -3.96697 -2.93236 -1.218
C 4.56793 -6.11393 -3.63265 -1.019
N 2.20309 -5.85017 -2.00530 1.010
C 0.93895 -6.15023 -2.56369 -0.785
C 2.73289 -6.87837 -1.15363 -1.140
H 2.97330 -1.38722 -0.75735 -1.051
H 1.74687 -2.52371 -0.02458 -0.298
H 1.74458 -2.14866 -1.78238 -0.279
H 4.74284 -2.89948 0.18312 0.011
H 4.95335 -4.48729 -0.55439 0.821
H 3.79376 -4.32459 0.75908 -0.480
H 6.39589 -4.24065 -2.27159 0.333
H 5.91870 -3.93017 -3.98108 0.495
H 5.29026 -2.99320 -2.53206 0.114
H 4.63243 -6.03563 -4.74958 0.159
H 5.44336 -6.68166 -3.41766 0.396
H 3.74329 -6.79739 -3.43041 0.280
H 0.75958 -5.49205 -3.42546 -0.105
H 0.92525 -7.15700 -2.95995 0.516
H 0.13534 -6.12597 -1.73957 0.073
H 3.45163 -6.38848 -0.42800 0.166
H 3.19445 -7.76492 -1.60966 0.299
H 1.93541 -7.17696 -0.53783 0.430
C 2.09550 0.24256 -4.04436 1.421
C 3.23258 -0.66050 -4.57232 -0.549
O 2.79050 -1.51044 -5.66864 0.028
C 3.43681 -2.60711 -5.96672 0.295
O 4.32796 -3.05103 -5.28764 -0.479
C 3.09376 -3.29535 -7.36842 0.661
F 2.02410 -4.16662 -7.39667 -0.233
F 2.76875 -2.34198 -8.28513 -0.243
F 4.20426 -3.88879 -7.78502 -0.240
H 2.51340 0.90161 -3.24830 -1.240
H 1.33957 -0.32911 -3.50397 -0.423
H 1.73564 0.95121 -4.80958 0.372
H 3.61024 -1.29087 -3.77725 -0.297
H 4.06442 -0.06990 -4.91961 0.635
C -1.21974 -3.59691 -5.03078 -0.927
C -1.57402 -4.08380 -3.64178 0.041
O -3.03699 -3.81488 -3.51718 -0.108
C -3.74062 -4.65864 -2.78250 0.448
O -3.35096 -5.74477 -2.40920 -0.598
C -5.25313 -4.26381 -2.64256 0.772
F -5.92965 -5.30951 -2.13873 -0.274
F -5.41508 -3.16118 -1.83971 -0.182
F -5.76368 -4.03253 -3.83985 -0.250
H -0.13647 -3.72026 -5.04999 0.071
H -1.42858 -2.55903 -5.17848 -0.219
H -1.69271 -4.13560 -5.84872 0.502
H -1.08235 -3.44899 -2.90144 -0.336
H -1.41777 -5.10964 -3.34638 1.086
C -0.87148 5.03555 -0.47615 -0.512
C 0.21813 5.44824 -1.36595 -0.151
O -0.14500 5.39527 -2.81684 -0.420
C -0.25391 4.16517 -3.32490 -0.146
O -0.19076 3.09893 -2.71492 0.289
C -0.55970 4.08840 -4.82928 0.692
F 0.52088 3.46859 -5.36831 -0.243
F -1.63286 3.37081 -5.12599 -0.170
F -0.68338 5.31472 -5.42857 -0.304
H -1.84738 5.47295 -0.72520 0.462
H -0.70782 5.40595 0.54077 0.437
H -0.86772 3.95330 -0.39151 -0.087
H 1.12815 4.95280 -1.19726 -0.268
H 0.49061 6.49580 -1.34291 0.430
C -3.47277 -5.59388 4.43197 -1.203
C -2.33767 -5.77237 3.49535 -0.152
O -2.32172 -4.58427 2.59051 -0.141
C -1.56076 -4.71906 1.51563 -0.012
O -0.84731 -5.64380 1.18654 -0.582
C -1.69267 -3.40412 0.60890 0.779
F -1.42075 -3.68028 -0.66623 0.082
F -2.96812 -2.90253 0.63217 -0.368
F -0.91257 -2.36751 1.00129 0.389
H -4.32368 -5.29096 3.81245 0.332
H -3.25209 -4.84892 5.15944 0.252
H -3.68799 -6.59981 4.82615 0.392
H -2.53737 -6.58208 2.81590 0.473
H -1.33825 -5.90198 4.00045 0.107
C -1.78290 -2.12876 4.82488 -1.332
C -1.13181 -0.79118 4.71084 1.913
O -0.86837 -0.25033 6.08492 -0.560
C -0.34648 0.93505 6.12329 0.553
O 0.15291 1.53282 5.19515 -0.115
C -0.35055 1.44346 7.57537 0.371
F 0.97746 1.44089 7.88825 -0.203
F -0.74819 2.72589 7.67805 -0.241
F -1.10784 0.80187 8.40380 -0.240
H -2.00486 -2.36688 3.78273 0.251
H -2.77967 -2.19064 5.23796 0.540
H -1.14073 -2.91626 5.21792 -0.188
H -1.75860 -0.04935 4.19244 0.285
H -0.14221 -0.80575 4.24951 -0.937
C 0.72971 0.68144 1.41917 0.965
C 0.98552 0.88753 -0.08656 0.943
O 0.16149 -0.01016 -0.97002 0.422
C -1.06691 0.42321 -1.11247 -0.180
O -1.77169 1.13792 -0.44509 -0.720
C -1.76453 -0.24577 -2.32915 0.627
F -0.96105 -0.67884 -3.29562 -0.078
F -2.48406 -1.28659 -1.89593 -0.156
F -2.58210 0.59299 -2.91138 -0.038
H 1.14944 -0.22982 1.78094 -0.531
H -0.37075 0.72587 1.53217 -0.111
H 1.04018 1.48524 2.03939 -0.119
H 2.00539 0.53030 -0.34158 -0.714
H 0.75373 1.86141 -0.38574 -0.441

75
Properties=species:S:1:pos:R:3:mulliken_charge:R:1 method="wB97M-V/def2-TZVPD" multiplicity=6 relative_energy_ev=0.424 charge=+3 homo_lumo_gap_ev="5.0 / 4.6"
Ru -0.02083 -0.03324 -0.15828 1.121
C -2.05914 4.71803 4.79247 -1.466
C -1.51535 3.56269 4.04449 0.535
C -0.53074 2.73365 4.61179 -0.622
C 0.10348 1.73712 3.89016 0.701
C 1.08916 0.91684 4.57470 -1.674
N 2.40128 0.85772 4.26366 0.000
C 3.09547 1.73164 3.32721 -0.418
C 4.19760 0.98446 2.59113 -1.212
C 3.59507 -0.17036 1.80063 0.009
N 4.57390 -0.76181 0.90215 0.059
C 4.46488 -1.86800 0.23887 -0.531
C 3.34326 -2.74020 0.10002 0.492
C 3.66203 -4.09748 -0.08117 -0.768
C 2.70725 -5.09871 -0.15095 -0.062
C 3.09337 -6.53260 -0.35551 -1.593
C 1.37964 -4.70691 -0.05052 -0.694
C 0.98401 -3.36120 0.00484 1.149
C -0.43071 -3.11831 -0.14025 -0.492
N -1.06037 -2.01589 -0.33376 0.335
C -2.46812 -2.12257 -0.73184 -0.733
C -3.33877 -0.91944 -0.40097 -1.077
C -2.80495 0.40854 -0.95319 -0.662
N -1.77075 0.91084 -0.04367 0.391
C -2.11807 1.81418 0.81011 -0.218
C -1.42465 2.22138 1.99392 0.269
C -1.96938 3.25971 2.73794 -0.828
C -0.30346 1.47957 2.50651 0.993
O 0.28243 0.56481 1.84071 -0.783
C 1.96795 -2.33044 0.05489 0.361
O 1.66543 -1.07248 -0.06792 -0.872
H -1.57197 4.84114 5.75544 0.396
H -3.13695 4.60387 4.95078 0.393
H -1.93744 5.63803 4.21201 0.383
H -0.22952 2.90618 5.63635 0.537
H 0.76980 0.40668 5.47437 0.531
H 2.99580 0.29596 4.85154 0.299
H 3.52665 2.57795 3.87026 0.405
H 2.37400 2.12643 2.61278 0.095
H 4.94627 0.62070 3.29935 0.445
H 4.69070 1.68772 1.91545 0.528
H 2.74050 0.18683 1.23396 0.041
H 3.23084 -0.94996 2.47358 0.363
H 5.48426 -0.31508 0.88373 0.384
H 5.39456 -2.21602 -0.20227 0.534
H 4.70848 -4.38120 -0.11521 0.416
H 4.17030 -6.66864 -0.29703 0.377
H 2.76307 -6.87824 -1.33701 0.356
H 2.61833 -7.18452 0.37806 0.388
H 0.60966 -5.47128 -0.05982 0.558
H -1.02928 -4.03276 -0.15664 0.338
H -2.91694 -3.00726 -0.27307 0.486
H -2.48404 -2.27181 -1.81624 0.362
H -3.46594 -0.83424 0.68106 0.337
H -4.32167 -1.10596 -0.83312 0.444
H -3.61858 1.12910 -1.03843 0.563
H -2.37968 0.25945 -1.94547 0.111
H -3.09075 2.28296 0.66306 0.370
H -2.78504 3.83632 2.31504 0.546
N 0.84912 -2.01084 -3.08438 -0.244
C 0.45163 -0.75559 -3.32381 0.182
N 0.20946 0.17612 -2.42054 0.322
C -0.19579 1.37335 -3.03480 -0.609
C -0.45460 2.58419 -2.40051 0.055
C -0.89182 3.65750 -3.15654 -0.857
C -1.06070 3.54850 -4.53585 -0.645
C -0.75304 2.36844 -5.18942 -0.484
C -0.31508 1.29671 -4.42556 0.703
S 0.15960 -0.28120 -4.97934 -0.216
H 1.14726 -2.29354 -2.17097 0.077
H 1.03605 -2.62507 -3.85819 0.255
H -0.28223 2.67936 -1.33478 0.453
H -1.08987 4.60805 -2.67934 0.444
H -1.41804 4.39633 -5.10319 0.420
H -0.84122 2.27638 -6.26366 0.443

The evaluated energy for the records listed, in turn: -186240.19234 -255113.53783 -59125.70345 eV.